#A
The following is a quantum chemistry calculation of a 2-piece molecular cluster, C2HClF2S overall, from the OMol25 dataset.

Summary:
- spin multiplicity = 1
- HOMO-LUMO gap (alpha / beta) (Ha) = 0.269 / 0.267
- highest occupied orbital energy (alpha / beta) (eV) = -9.84 / -9.79

The geometry in XYZ format:
```
7
C2HClF2S | the OMol25 dataset | wB97M-V/def2-TZVPD
C 0.35539 -0.21739 -0.41744
C 1.43364 0.49280 -0.63445
F 1.61135 1.62396 0.00653
F 2.49869 0.03689 -1.27964
S 2.89419 -3.06295 -0.66336
Cl -0.04371 -1.68737 -1.13617
H -0.31405 0.10322 0.25946
```

=====

#B
The following is a quantum chemistry calculation of a 2-piece molecular cluster, C2HClF2S overall, from the OMol25 dataset.

Summary:
- spin multiplicity = 1
- HOMO-LUMO gap (alpha / beta) (Ha) = 0.270 / 0.270
- highest occupied orbital energy (alpha / beta) (eV) = -10.02 / -10.01

The geometry in XYZ format:
```
7
C2HClF2S | the OMol25 dataset | wB97M-V/def2-TZVPD
C -0.32285 1.04390 1.47011
C -0.31135 0.74474 0.04653
F -0.66905 1.69839 -0.74289
F -1.70841 -0.66799 -0.03408
S -0.16160 -0.32364 2.47630
Cl -0.82109 2.52858 2.10162
H 0.32971 0.03528 -0.26028
```

=====

Decreasing stability: #B, #A

=====

#A
The following is a quantum chemistry calculation of C13H15F3NPdS6Sb as an isolated structure, from the OMol25 dataset.

Summary:
- spin multiplicity = 1
- HOMO-LUMO gap (Ha) = 0.254
- highest occupied orbital energy (eV) = -7.83

The geometry in XYZ format:
```
40
C13H15F3NPdS6Sb | the OMol25 dataset | wB97M-V/def2-TZVPD
Pd 0.65692 0.74232 -0.63235
F 0.83838 -2.22169 4.23677
C 2.11267 -2.00657 3.86420
F 2.81880 -3.07167 4.30750
F 2.56450 -0.94452 4.53928
C 2.24829 -1.85697 2.37013
C 3.00791 -2.76478 1.67638
C 3.13161 -2.66926 0.28837
C 2.45699 -1.65378 -0.33566
N 1.70689 -0.76695 0.33375
C 1.57956 -0.79635 1.69030
S 0.62424 0.39362 2.43406
H 3.51085 -3.55745 2.21214
H 3.72941 -3.36542 -0.27965
H 2.49771 -1.51655 -1.40889
C -0.01311 2.82246 -4.57522
S -0.14370 1.36470 -3.50935
C -0.29727 2.17324 -1.93895
C 0.76325 2.83331 -1.26500
S 2.36068 2.26557 -1.33660
S 0.29274 4.09502 -0.14927
C -1.42776 4.04548 -0.42933
S -2.48813 4.98599 0.36486
S -1.89308 2.89007 -1.63877
H -0.00201 2.45542 -5.60007
H 0.91360 3.35461 -4.37092
H -0.87170 3.47699 -4.43788
C -2.80663 0.72309 1.32127
Sb -1.50706 -0.38339 0.07293
C -1.34541 -2.27117 1.01671
C -2.83088 -0.87139 -1.52606
H -3.74590 0.18005 1.41927
H -2.99529 1.69892 0.87737
H -2.33232 0.84341 2.29125
H -2.31627 -2.76395 0.99931
H -1.01097 -2.12069 2.04063
H -0.61747 -2.87750 0.47952
H -3.75127 -1.29043 -1.12050
H -2.35805 -1.59931 -2.18320
H -3.06070 0.02550 -2.09834
```

=====

#B
The following is a quantum chemistry calculation of C13H15F3NPdS6Sb as an isolated structure, from the OMol25 dataset.

Summary:
- spin multiplicity = 1
- HOMO-LUMO gap (Ha) = 0.251
- highest occupied orbital energy (eV) = -7.72

The geometry in XYZ format:
```
40
C13H15F3NPdS6Sb | the OMol25 dataset | wB97M-V/def2-TZVPD
Pd -0.66850 -0.75540 -0.50003
F 4.70704 1.47639 2.16197
C 3.82277 1.12035 1.21341
F 4.46480 0.30824 0.36107
F 3.51225 2.24113 0.53346
C 2.60190 0.47774 1.80685
C 2.44352 0.40008 3.17752
C 1.28694 -0.15450 3.71204
C 0.31842 -0.60483 2.83558
N 0.47072 -0.54715 1.51583
C 1.58709 -0.02679 0.97952
S 1.55853 -0.05329 -0.75954
H 3.22132 0.77962 3.82551
H 1.14139 -0.23165 4.77944
H -0.61484 -1.03195 3.18382
C -1.33183 -1.73205 -3.57467
S -0.69419 -2.55218 -2.08764
C -2.15214 -3.37404 -1.55155
C -3.02138 -2.81581 -0.68629
S -2.86254 -1.27026 0.09935
S -4.45364 -3.76775 -0.37630
C -4.10976 -5.08860 -1.46080
S -5.14269 -6.32329 -1.71948
S -2.55696 -4.93792 -2.21659
H -0.51810 -1.12650 -3.97076
H -2.17704 -1.10195 -3.30677
H -1.62146 -2.48743 -4.30229
C 0.04313 3.19137 -1.35229
Sb -1.43850 1.73076 -0.90617
C -2.40048 2.70347 0.72980
C -2.85484 2.18113 -2.43534
H -0.42801 4.16363 -1.49087
H 0.57958 2.90233 -2.25390
H 0.75772 3.23509 -0.53197
H -2.73951 3.69386 0.42990
H -1.69510 2.79178 1.55472
H -3.25106 2.10619 1.05463
H -3.07702 3.24698 -2.42496
H -3.76529 1.61241 -2.25244
H -2.45045 1.90148 -3.40678
```

=====

Decreasing stability: #B, #A

=====

#A
The following is a quantum chemistry calculation of C21H41AsN3O5SiW as an isolated structure, from the OMol25 dataset.

Summary:
- spin multiplicity = 1
- charge = +1
- HOMO-LUMO gap (Ha) = 0.257
- highest occupied orbital energy (eV) = -10.26

The geometry in XYZ format:
```
73
C21H41AsN3O5SiW | the OMol25 dataset | wB97M-V/def2-TZVPD
W -0.04501 -0.23223 -0.17852
O 2.17229 -1.55643 -1.84330
C 1.88564 -0.80718 -0.70265
O 1.34940 -1.49523 0.34981
C 3.14643 -0.04904 -0.30599
O 2.99789 0.67230 0.90316
C 2.88502 2.07305 0.83321
C 1.42916 2.51666 0.80064
O 1.05834 3.56620 1.28929
O 0.64691 1.70682 0.14610
H 1.79542 -2.43569 -1.71947
H 3.50104 0.58279 -1.12375
H 3.89962 -0.81799 -0.11561
H 3.38549 2.47880 -0.05306
H 3.36248 2.49738 1.71536
C 1.47184 -0.99090 3.38380
As -0.15882 -0.29569 2.62099
C -1.47045 -1.53112 3.36643
C -0.46016 1.29293 3.70178
H 1.31718 -1.22183 4.43666
H 2.26243 -0.25492 3.25948
H 1.74429 -1.88447 2.82732
H -1.70511 -1.27321 4.39831
H -1.03980 -2.53137 3.33979
H -2.38080 -1.54090 2.77030
H -0.19013 1.08348 4.73597
H -1.51548 1.56767 3.67085
H 0.13209 2.12598 3.32528
C -1.01886 0.84298 -5.15302
Si -1.52586 0.93262 -3.36115
C -2.01526 2.72898 -2.97366
C -3.07936 -0.13892 -3.16854
C -0.09539 0.42909 -2.27572
H -1.82601 1.15254 -5.82072
H -0.73294 -0.17624 -5.42231
H -0.15848 1.48852 -5.34092
H -1.63035 3.38285 -3.75913
H -1.58207 3.09233 -2.03834
H -3.09893 2.87814 -2.95610
H -3.97525 0.41961 -3.45626
H -3.22344 -0.55637 -2.17043
H -3.01674 -1.00423 -3.83184
H 0.63306 1.24706 -2.36162
H 0.38599 -0.39581 -2.81473
N -4.37836 2.72916 0.94694
C -3.18473 3.42665 0.33853
C -1.93598 2.60374 0.58023
N -2.06235 1.23203 0.07266
C -3.21879 0.56832 0.67842
C -4.51387 1.32217 0.42714
H -5.23024 3.25900 0.76121
H -4.26255 2.70188 1.96216
H -3.10702 4.41431 0.78964
H -3.39639 3.53016 -0.72480
H -1.70062 2.56084 1.64654
H -1.08281 3.09429 0.12366
H -2.20354 1.26299 -0.93544
H -3.03795 0.47861 1.75455
H -3.31063 -0.44051 0.27901
H -5.36239 0.85667 0.92584
H -4.72095 1.39977 -0.64048
N -1.22981 -1.48097 -0.55450
C -1.98533 -2.54408 -1.00738
C -1.79766 -3.02756 -2.30506
C -2.56146 -4.08346 -2.77076
C -3.51564 -4.67931 -1.95399
C -3.69723 -4.20841 -0.66182
C -2.94364 -3.14458 -0.18940
H -1.05027 -2.56092 -2.93544
H -2.40527 -4.45001 -3.77704
H -4.10516 -5.50867 -2.31962
H -4.42666 -4.67532 -0.01263
H -3.06982 -2.79173 0.82810
```

=====

#B
The following is a quantum chemistry calculation of C21H41AsN3O5SiW as an isolated structure, from the OMol25 dataset.

Summary:
- spin multiplicity = 1
- charge = +1
- HOMO-LUMO gap (Ha) = 0.200
- highest occupied orbital energy (eV) = -8.37

The geometry in XYZ format:
```
73
C21H41AsN3O5SiW | the OMol25 dataset | wB97M-V/def2-TZVPD
W 0.41407 1.00427 0.83633
O -3.07813 2.48017 -1.21995
C -1.75368 2.53207 -1.17583
O -1.08716 1.57448 -0.84078
C -1.21373 3.86542 -1.63842
O 0.10380 4.09291 -1.25221
C 0.26978 4.53379 0.08824
C 0.49274 3.36629 1.04252
O -0.40951 2.96775 1.82626
O 1.64793 2.80745 1.01107
H -3.36324 1.62641 -0.85349
H -1.89366 4.65750 -1.31022
H -1.23048 3.84473 -2.73166
H -0.58031 5.13341 0.42217
H 1.17666 5.13690 0.09707
C 3.21997 1.32117 3.44746
As 1.58140 0.39476 3.01673
C 2.07536 -1.46972 3.18737
C 0.47248 0.66283 4.57589
H 3.72360 0.84907 4.28942
H 2.98371 2.35573 3.68849
H 3.86601 1.30955 2.57126
H 2.44304 -1.68766 4.18922
H 2.84670 -1.70152 2.45425
H 1.19270 -2.07416 2.98086
H 0.99844 0.39518 5.49123
H -0.41822 0.04449 4.46650
H 0.17151 1.70840 4.60978
C 4.10419 -0.28858 -2.48877
Si 2.69886 0.79302 -1.86596
C 1.40422 0.84316 -3.23321
C 3.36414 2.52412 -1.62728
C 1.99926 0.04193 -0.30388
H 4.46228 0.04571 -3.46586
H 3.79322 -1.33324 -2.58299
H 4.95210 -0.26043 -1.79997
H 1.76685 1.41392 -4.09186
H 0.47698 1.30149 -2.88486
H 1.18214 -0.16586 -3.58802
H 4.12574 2.73591 -2.38181
H 3.81217 2.65418 -0.64053
H 2.57085 3.26738 -1.72935
H 2.89480 -0.16171 0.30733
H 1.60724 -0.94382 -0.57981
N -1.20348 -4.18204 -2.89801
C -0.87984 -4.24837 -1.42307
C -0.23715 -2.92514 -1.02687
N -1.03371 -1.78454 -1.38029
C -1.43337 -1.74408 -2.75909
C -2.12000 -3.02679 -3.22272
H -1.61006 -5.06114 -3.21495
H -0.32953 -4.05623 -3.41521
H -0.22747 -5.10637 -1.26700
H -1.82652 -4.40475 -0.90655
H 0.74497 -2.84810 -1.51375
H -0.05011 -2.92326 0.04659
H -1.73422 -1.52788 -0.70003
H -0.55177 -1.57244 -3.38637
H -2.10260 -0.90260 -2.93359
H -2.30922 -3.04756 -4.29518
H -3.04696 -3.21013 -2.68052
N -0.84680 -0.15298 1.31952
C -2.07672 -0.56534 1.79348
C -2.37826 -1.92187 1.94775
C -3.63707 -2.32742 2.37134
C -4.62204 -1.38975 2.64440
C -4.32881 -0.03650 2.50562
C -3.07347 0.37475 2.08978
H -1.59632 -2.65326 1.77125
H -3.84533 -3.38219 2.50120
H -5.60074 -1.70579 2.97856
H -5.08305 0.70518 2.73655
H -2.82720 1.42773 2.00447
```

=====

Decreasing stability: #A, #B

=====

#A
The following is a quantum chemistry calculation of an isolated ion of composition C3H6NO2S and charge +1, from the OMol25 dataset.

Summary:
- spin multiplicity = 1
- charge = +1
- HOMO-LUMO gap (Ha) = 0.329
- highest occupied orbital energy (eV) = -13.04
- structure (SMILES) = O/C=[NH+]/CC(O)=S

The geometry in XYZ format:
```
13
C3H6NO2S | the OMol25 dataset | wB97M-V/def2-TZVPD
O -2.62820 0.97047 0.51322
C -1.69693 0.18948 0.13880
N -0.51794 0.59406 -0.20309
C 0.50287 -0.30890 -0.78738
C 1.78758 -0.24225 -0.00345
O 1.93219 -1.21338 0.86731
S 2.66063 1.08642 -0.21694
H -3.55856 0.56809 0.69520
H -1.86080 -0.89480 -0.00996
H -0.13173 1.63027 -0.03242
H 0.77816 0.26231 -1.68320
H -0.05706 -1.23410 -0.63784
H 2.78977 -1.40768 1.35976
```

=====

#B
The following is a quantum chemistry calculation of an isolated ion of composition C3H6NO2S and charge +1, from the OMol25 dataset.

Summary:
- spin multiplicity = 1
- charge = +1
- HOMO-LUMO gap (alpha / beta) (Ha) = 0.231 / 0.340
- highest occupied orbital energy (alpha / beta) (eV) = -12.91 / -14.10

The geometry in XYZ format:
```
13
C3H6NO2S | the OMol25 dataset | wB97M-V/def2-TZVPD
C -0.84402 -1.10940 -0.37389
C 0.57182 -1.15920 0.11410
C 0.22139 1.49487 0.99936
N -1.79824 -0.61978 0.25616
O -2.81799 -0.27751 0.73275
O 0.87508 0.67317 -1.54543
S 1.36334 0.66164 0.03755
H 1.14716 1.29133 -2.15173
H -0.68934 -1.69945 -1.30939
H 0.65179 -1.48194 1.06562
H 1.12423 -1.81081 -0.55193
H -0.53152 2.24645 0.73349
H 0.72629 1.79061 1.99336
```

=====

#C
The following is a quantum chemistry calculation of an isolated ion of composition C3H6NO2S and charge +1, from the OMol25 dataset.

Summary:
- spin multiplicity = 1
- charge = +1
- HOMO-LUMO gap (Ha) = 0.356
- highest occupied orbital energy (eV) = -15.14

The geometry in XYZ format:
```
13
C3H6NO2S | the OMol25 dataset | wB97M-V/def2-TZVPD
C -0.23757 1.97490 -0.08530
C 1.02266 -0.41040 0.59639
C -0.28690 -1.04096 -0.02551
N -1.03526 1.25871 0.32767
O 1.56762 0.56082 -0.25607
O -2.85725 -0.64295 -0.77423
S -2.03691 -0.44040 0.38580
H 0.48224 2.68403 -0.25826
H 1.77769 0.14040 -1.16655
H 0.69602 0.17926 1.45729
H 1.69941 -1.16475 0.66012
H -0.46698 -2.10315 0.26787
H -0.32477 -0.99551 -1.12923
```

=====

Decreasing stability: #A, #C, #B